No. 1
{"formula": "C2H6N2O", "method": "the ωB97M-V functional and the def2-TZVPD basis", "homo_ev": [-15.8, -15.1], "fmax_ev_per_a": 2.6, "multiplicity": 2, "total_charge": 1, "e_lumo_ev": [-3.6, -9.5], "orbital_gap_ev": [12.15, 5.58], "total_energy_ha": -264.20177, "s_squared": 0.761, "e_above_lowest_kcal_mol": 23.4, "symbols": ["H", "N", "H", "C", "H", "O", "N", "H", "H", "C", "H"], "xyz": [[0.88860, -1.22895, 0.03666], [-0.07415, 0.70175, 0.35104], [1.46639, 0.19083, -0.80202], [0.56054, -0.31246, -0.45666], [-0.40871, -0.01387, -2.31368], [-0.72913, -0.62102, 2.07873], [-0.17907, -0.72752, -1.62408], [-0.94248, -1.38903, -1.48087], [0.07026, 1.68458, 0.16207], [-0.39667, 0.45411, 1.65711], [-0.25559, 1.26157, 2.39169]], "forces_ev_per_angstrom": [[-0.458, 0.400, 0.689], [-0.463, -0.020, -0.255], [0.052, -0.401, -0.346], [2.454, 0.362, -0.590], [0.238, -0.138, -0.274], [0.213, 0.023, -0.442], [-1.595, 0.949, 0.721], [0.086, -0.159, -0.050], [0.313, -0.052, -0.537], [-0.742, -1.542, 1.648], [-0.099, 0.579, -0.563]]}

***

No. 2
{"formula": "ClF2OS", "method": "the ωB97M-V functional and the def2-TZVPD basis", "homo_ev": -20.1, "fmax_ev_per_a": 6.1, "total_charge": 1, "e_lumo_ev": -7.2, "orbital_gap_ev": 12.89, "total_energy_ha": -1132.94468, "e_above_lowest_kcal_mol": 9.8, "symbols": ["Cl", "F", "S", "F", "O"], "xyz": [[-1.79872, -0.07538, -0.01495], [0.43573, -0.73084, 1.21417], [0.03760, -0.08152, -0.16638], [0.48955, 1.44345, 0.19959], [0.83584, -0.55571, -1.23244]], "forces_ev_per_angstrom": [[-1.530, 0.004, -0.506], [-0.488, 0.930, -2.182], [5.274, 2.055, 2.326], [-1.354, -3.372, -0.801], [-1.903, 0.383, 1.163]]}

***

No. 3
{"formula": "C34H32OsS3SbSi", "method": "the ωB97M-V functional and the def2-TZVPD basis", "homo_ev": -11.2, "fmax_ev_per_a": 1.2, "total_charge": 1, "e_lumo_ev": -5.1, "orbital_gap_ev": 6.12, "total_energy_ha": -3129.57446, "e_above_lowest_kcal_mol": 0.0, "symbols": ["H", "C", "H", "H", "C", "C", "C", "H", "C", "C", "C", "C", "H", "H", "H", "H", "C", "C", "C", "H", "C", "C", "H", "H", "C", "C", "S", "C", "C", "H", "H", "H", "C", "H", "C", "C", "H", "C", "C", "C", "H", "H", "H", "C", "H", "H", "C", "C", "H", "H", "H", "Si", "Sb", "C", "C", "H", "H", "S", "H", "S", "H", "H", "H", "C", "C", "Os", "C", "C", "C", "H", "C", "H"], "xyz": [[-0.64727, 3.10372, 5.01426], [-3.79766, 2.58131, 2.00536], [1.01926, 4.73457, 4.74018], [3.02876, -1.72538, -0.68711], [-4.95284, 0.81008, 3.18381], [2.18106, -3.64923, -1.93915], [2.31375, -0.96219, -0.42668], [-3.79801, 4.14219, 0.49608], [0.29665, 0.90390, 0.21540], [-3.73213, 4.02611, 1.58105], [3.82434, -5.00371, -0.78683], [-0.54309, -1.63421, -6.35794], [-0.77508, -1.36021, -7.37878], [-5.65319, 2.82883, 3.03691], [-2.11087, -0.36550, 1.80824], [0.34458, -3.51178, -6.89848], [4.78793, -4.63486, -1.71687], [0.04954, -2.34296, -3.71795], [0.38290, -3.19143, -4.78049], [-5.79948, 0.48398, 3.77349], [-2.21165, -2.88071, 0.33585], [-1.05858, 3.28437, 4.02090], [2.91110, -2.63028, -3.69177], [-0.86259, -0.45651, -3.21096], [1.04328, 4.55548, 3.67131], [1.06222, 0.25935, 1.26490], [-0.68627, -2.78770, 1.31023], [4.45524, -3.78306, -2.76313], [2.53089, -4.51532, -0.90045], [1.13672, 3.96511, -0.10823], [-0.43885, -4.09265, -1.59469], [5.79579, -5.01934, -1.63152], [2.08718, 5.06973, 2.92207], [4.08097, -5.67767, 0.02009], [-4.87006, 2.13043, 2.76678], [1.10773, 4.11082, 0.96901], [-1.86010, 4.01767, 4.13688], [0.05410, 3.57222, 1.71925], [0.08558, -2.84081, -6.09006], [-3.95618, -0.08774, 2.83540], [1.91249, -0.40863, -2.50218], [-0.34202, 0.71725, 2.83836], [0.15549, 1.23147, -1.92072], [-2.78150, 1.67344, 1.67038], [-1.37580, 0.15863, -5.52427], [0.93983, -0.41678, 3.29914], [-2.88057, 0.34758, 2.07440], [1.67434, -0.21083, -1.46549], [1.78189, -4.81662, -0.17361], [0.86854, -4.14246, -4.59153], [2.86494, 5.64719, 3.40444], [0.43404, -2.98599, -2.01584], [-1.25405, 2.47346, 0.40876], [-0.58571, -1.13453, -4.00869], [3.16238, -3.29238, -2.87026], [-4.54914, 4.60002, 2.01514], [-2.80046, 4.49845, 1.91038], [-1.94066, -1.77523, -1.02533], [2.58929, -1.19014, 1.70239], [-3.45838, -3.82109, 0.58411], [1.29393, 1.31066, 3.09033], [-4.01063, -1.12157, 3.15151], [-1.51278, 2.36311, 3.66926], [-0.87857, -0.78009, -5.31696], [2.08204, -0.64026, 0.92032], [0.11859, -1.27279, -0.14786], [0.68631, 0.70779, -1.13683], [0.01634, 3.80071, 3.09995], [2.12564, 4.84396, 1.55332], [5.20110, -3.50593, -3.49662], [0.70961, 0.46978, 2.70937], [2.92780, 5.24524, 0.94827]], "forces_ev_per_angstrom": [[-0.006, 0.014, -0.006], [0.014, 0.001, 0.002], [-0.004, -0.004, -0.006], [0.067, -0.013, 0.017], [0.010, -0.041, -0.015], [-0.019, 0.122, -0.058], [0.182, 0.167, -0.168], [0.000, -0.047, -0.017], [-0.140, -0.107, 0.058], [0.026, 0.047, 0.066], [-0.012, 0.002, -0.004], [-0.006, 0.010, -0.026], [-0.001, 0.001, 0.007], [0.003, -0.008, 0.002], [0.012, -0.009, -0.004], [-0.007, 0.006, 0.000], [-0.011, 0.028, -0.041], [-0.003, -0.001, 0.005], [-0.072, 0.045, -0.049], [0.012, 0.000, 0.009], [0.671, -0.177, -0.182], [0.007, 0.030, 0.021], [0.011, -0.011, -0.021], [-0.039, 0.004, 0.035], [0.018, -0.011, 0.011], [-0.522, 0.167, -0.042], [-0.361, 0.121, -0.629], [0.044, -0.046, 0.047], [-0.022, -0.028, 0.038], [-0.018, -0.011, 0.010], [0.039, -0.152, -0.026], [0.000, 0.004, -0.004], [0.000, -0.010, -0.060], [-0.008, -0.001, -0.003], [0.003, 0.010, -0.013], [-0.020, -0.009, -0.022], [-0.015, -0.003, -0.024], [0.058, 0.097, -0.126], [0.022, -0.016, 0.044], [-0.033, 0.021, 0.005], [0.001, -0.057, -0.007], [0.027, -0.038, -0.050], [0.001, -0.023, -0.036], [-0.038, 0.013, -0.026], [0.005, -0.003, -0.002], [0.012, 0.019, 0.007], [0.073, -0.016, -0.026], [0.152, -0.539, -0.124], [0.013, 0.012, -0.009], [0.015, 0.004, 0.022], [-0.004, -0.002, -0.004], [-0.024, -0.315, -0.104], [0.107, -0.008, 0.099], [0.082, -0.035, -0.081], [-0.096, 0.073, 0.069], [-0.004, -0.017, 0.001], [-0.008, 0.005, -0.016], [-0.107, 0.104, 0.262], [0.036, -0.002, -0.037], [-0.333, -0.099, 0.164], [0.011, -0.013, 0.012], [-0.006, -0.002, -0.001], [-0.022, -0.004, -0.013], [-0.001, 0.020, 0.019], [-0.154, -0.266, 0.016], [0.343, 0.705, 0.949], [-0.063, 0.339, 0.013], [-0.019, -0.043, 0.058], [-0.009, 0.024, 0.087], [0.005, -0.003, 0.005], [0.128, -0.021, -0.079], [-0.004, -0.006, 0.001]]}

***

Number 3 is which compound?
C34H32OsS3SbSi

***

What is the formula in the first record?
C2H6N2O